Entry 1:
Entry from the OMol25 dataset: a 3-piece molecular cluster, C19H27ClN2O9 overall at a distorted geometry (wB97M-V/def2-TZVPD).

Output
**Structure (SMILES)**: NC[C@@H](O)Cc1ccc2c(c1Cl)C(=O)NC2=O.CCOC(=O)OC.CCOC(=O)OC
**HOMO energy**: -9.5 eV
**Strongest force on any atom**: 3.03 eV Å⁻¹

Geometry as ORCA input:
```
! wB97M-V def2-TZVPD RIJCOSX def2/J DEFGRID3
* xyz 0 1
N -0.616 2.264 0.193
C -1.866 2.917 0.668
C -3.098 2.152 0.044
O -4.158 2.169 1.041
C -3.705 2.829 -1.249
C -2.654 3.309 -2.285
C -1.623 2.438 -2.860
C -0.635 2.917 -3.880
C -0.750 4.305 -4.268
C -1.779 5.201 -3.720
C -2.721 4.712 -2.741
Cl -3.953 5.864 -2.144
C -1.589 6.595 -4.376
O -2.154 7.592 -4.040
N -0.585 6.472 -5.432
C 0.082 5.175 -5.238
O 1.130 4.947 -5.768
H -0.689 1.251 0.312
H 0.130 2.609 0.798
H -1.937 4.000 0.396
H -1.950 2.779 1.784
H -2.863 1.066 -0.119
H -4.391 3.107 1.163
H -4.385 3.648 -0.899
H -4.335 2.046 -1.756
H -1.559 1.375 -2.520
H 0.156 2.287 -4.333
H -1.141 6.322 -6.290
C 0.596 -2.242 -3.976
C 1.176 -1.331 -2.912
O 0.574 -1.576 -1.634
C 0.987 -2.680 -1.001
O 1.809 -3.462 -1.403
O 0.309 -2.778 0.149
C 0.581 -3.974 0.882
H -0.493 -2.155 -4.003
H 0.997 -1.989 -4.959
H 0.827 -3.288 -3.772
H 0.954 -0.294 -3.167
H 2.261 -1.425 -2.849
H 1.649 -4.098 1.056
H 0.176 -4.836 0.350
H 0.081 -3.895 1.846
C 4.299 -5.663 6.401
C 4.071 -5.291 4.949
O 2.704 -4.926 4.711
C 2.347 -3.711 5.140
O 3.063 -2.914 5.690
O 1.046 -3.543 4.875
C 0.508 -2.319 5.378
H 3.600 -6.443 6.710
H 5.319 -6.021 6.550
H 4.136 -4.809 7.059
H 4.273 -6.157 4.317
H 4.741 -4.492 4.627
H 1.085 -1.461 5.032
H 0.477 -2.346 6.468
H -0.510 -2.227 5.003
*
```



Entry 2:
Entry from the OMol25 dataset: C24H43IrN3O2P2Si as an isolated structure at a distorted geometry (wB97M-V/def2-TZVPD).

Output
**HOMO energy (spin up / spin down)**: -8.9 / -11.2 eV
**Strongest force on any atom**: 3.42 eV Å⁻¹
**Expectation value of S²**: 6.035
**Energy relative to the best compared isomer or geometry (same formula, charge and spin)**: 1.251 eV

Geometry as ORCA input:
```
! wB97M-V def2-TZVPD RIJCOSX def2/J DEFGRID3
* xyz 1 5
Ir -0.175 0.108 0.306
N 0.044 -2.604 3.486
C -0.266 -1.898 2.403
O 0.503 -1.017 1.974
C -1.542 -2.197 1.678
C -1.891 -0.991 0.804
H 0.926 -2.458 3.954
H -0.573 -3.313 3.844
H -2.343 -2.447 2.380
H -1.357 -3.078 1.057
H -2.470 -0.276 1.397
H -2.515 -1.303 -0.031
C 1.281 3.375 0.109
P 1.697 1.595 0.099
C 2.147 1.360 -1.654
N 2.672 2.372 -2.320
C 2.876 2.345 -3.642
C 3.408 3.403 -4.365
C 3.603 3.313 -5.739
C 3.256 2.159 -6.415
C 2.713 1.080 -5.727
C 2.513 1.133 -4.355
N 2.003 0.120 -3.645
C 1.788 0.197 -2.345
P 1.043 -1.247 -1.529
C -0.343 -1.619 -2.666
C 2.266 -2.660 -1.966
C 2.155 -3.024 -3.441
C 1.874 -3.835 -1.070
C 3.699 -2.237 -1.669
C 3.295 1.513 1.100
C 4.422 2.315 0.458
C 2.964 2.041 2.496
C 3.696 0.044 1.195
H 2.128 3.980 -0.211
H 0.976 3.674 1.112
H 0.447 3.524 -0.573
H 3.671 4.304 -3.833
H 4.028 4.147 -6.278
H 3.402 2.085 -7.482
H 2.435 0.177 -6.247
H -0.707 -2.625 -2.470
H -0.033 -1.528 -3.705
H -1.130 -0.904 -2.452
H 1.207 -3.495 -3.678
H 2.947 -3.725 -3.696
H 2.283 -2.137 -4.060
H 0.836 -4.121 -1.228
H 2.005 -3.575 -0.021
H 2.502 -4.695 -1.292
H 3.972 -1.347 -2.235
H 4.381 -3.035 -1.957
H 3.839 -2.051 -0.609
H 4.183 3.372 0.394
H 4.644 1.953 -0.543
H 5.324 2.215 1.058
H 2.803 3.117 2.491
H 3.790 1.834 3.175
H 2.073 1.550 2.890
H 4.029 -0.304 0.221
H 2.855 -0.564 1.530
H 4.518 -0.083 1.899
C -1.214 3.579 -2.645
Si -2.084 1.988 -2.012
C -2.556 0.968 -3.567
C -3.642 2.500 -1.034
O -1.056 1.174 -1.114
H -1.778 3.984 -3.476
H -0.208 3.360 -2.986
H -1.165 4.337 -1.873
H -3.196 1.545 -4.224
H -3.089 0.059 -3.309
H -1.670 0.689 -4.128
H -4.229 3.233 -1.577
H -3.374 2.934 -0.075
H -4.279 1.643 -0.840
*
```



Entry 3:
Entry from the OMol25 dataset: C29H32N2O2P2Ru as an isolated structure (wB97M-V/def2-TZVPD).

Output
**HOMO energy (spin up / spin down)**: -16.8 / -16.8 eV
**Strongest force on any atom**: 0.95 eV Å⁻¹
**Expectation value of S²**: 8.768
**Energy relative to the best compared isomer or geometry (same formula, charge and spin)**: 0.340 eV

Geometry as ORCA input:
```
! wB97M-V def2-TZVPD RIJCOSX def2/J DEFGRID3
* xyz 3 6
Ru 0.093 0.176 0.024
C 1.700 -0.922 1.501
C 0.557 -0.606 2.261
C -0.526 -1.494 2.278
C -0.456 -2.694 1.570
C 0.674 -3.000 0.805
C 1.742 -2.117 0.756
H 2.594 -0.335 1.612
H 0.563 0.247 2.925
H -1.400 -1.264 2.876
H -1.278 -3.401 1.626
H 0.723 -3.942 0.268
H 2.634 -2.365 0.192
C 0.465 -1.499 -3.396
P 0.604 0.042 -2.455
C -0.603 1.172 -3.206
C 2.237 0.720 -2.836
C 2.761 0.539 -4.117
C 4.019 1.026 -4.435
C 4.770 1.695 -3.478
C 4.245 1.906 -2.213
C 2.977 1.428 -1.881
P 2.276 1.896 -0.277
C 3.648 1.784 0.913
C 2.004 3.693 -0.436
H 0.725 -1.302 -4.433
H -0.555 -1.870 -3.374
H 1.144 -2.252 -2.997
H -0.341 1.298 -4.257
H -0.566 2.146 -2.719
H -1.612 0.765 -3.135
H 2.200 0.024 -4.887
H 4.415 0.875 -5.431
H 5.759 2.063 -3.719
H 4.837 2.456 -1.488
H 4.336 2.608 0.725
H 4.185 0.842 0.813
H 3.279 1.890 1.936
H 2.861 4.110 -0.962
H 1.939 4.154 0.551
H 1.101 3.918 -1.003
O -5.401 -6.061 -0.630
C -4.111 -5.713 -0.476
O -3.260 -6.535 -0.309
C -3.740 -4.245 -0.503
C -4.479 -3.246 0.118
C -3.991 -1.943 0.182
C -2.766 -1.642 -0.394
C -2.030 -2.641 -1.009
C -2.513 -3.933 -1.073
N -2.207 -0.318 -0.283
C -2.961 0.696 -0.369
C -2.441 2.020 -0.005
C -3.230 3.140 -0.063
C -2.721 4.349 0.409
C -1.451 4.372 0.951
C -0.712 3.199 0.965
N -1.183 2.045 0.480
H -5.978 -5.323 -0.828
H -5.414 -3.482 0.614
H -4.550 -1.179 0.716
H -1.062 -2.407 -1.415
H -1.931 -4.730 -1.528
H -4.012 0.603 -0.640
H -4.241 3.070 -0.448
H -3.324 5.250 0.373
H -1.035 5.279 1.370
H 0.273 3.177 1.406
*
```